1.
2 unconnected molecules or ions with the total composition C3H9N3O at a distorted geometry. Source: OMol25; level of theory: ωB97M-V/def2-TZVPD.

CARTESIAN COORDINATES (ANGSTROEM)
1 O -0.448 -1.369 0.620
2 C -0.235 -1.126 -0.659
3 N -0.758 -1.924 -1.523
4 C 0.679 -0.051 -1.039
5 N 1.484 0.657 -0.171
6 C 0.619 1.205 0.838
7 N 0.684 0.400 1.985
8 H -0.258 -1.832 -2.408
9 H -3.365 0.141 -0.832
10 H -2.675 0.160 -0.557
11 H 0.903 0.053 -2.101
12 H 2.081 -0.030 0.341
13 H 0.991 2.222 1.007
14 H -0.406 1.273 0.355
15 H 0.756 0.957 2.829
16 H -0.051 -0.735 1.314

Summary:
- orbital gap (Eh) = 0.2009
- net charge = 0
- LUMO level (eV) = -2.832



2.
A molecular structure, C28H41AsBClN9OW at a distorted geometry. Source: OMol25; level of theory: ωB97M-V/def2-TZVPD.

CARTESIAN COORDINATES (ANGSTROEM)
1 W 2.182 0.063 1.533
2 C 2.099 -0.128 5.815
3 C 1.818 -0.661 4.571
4 N 2.398 0.095 3.618
5 N 3.057 1.089 4.237
6 C 2.892 0.985 5.556
7 B 3.920 2.058 3.425
8 N 4.771 1.194 2.453
9 C 6.085 1.243 2.255
10 C 6.403 0.458 1.147
11 C 5.194 -0.040 0.709
12 N 4.203 0.387 1.523
13 N 2.976 2.843 2.497
14 C 2.950 4.144 2.197
15 C 2.181 4.319 1.055
16 C 1.779 3.043 0.707
17 N 2.242 2.156 1.604
18 H 1.793 -0.496 6.773
19 H 1.264 -1.559 4.337
20 H 3.330 1.694 6.228
21 H 4.574 2.758 4.102
22 H 6.727 1.822 2.886
23 H 7.372 0.271 0.734
24 H 4.978 -0.653 -0.156
25 H 3.475 4.871 2.781
26 H 1.964 5.233 0.545
27 H 1.229 2.736 -0.167
28 C -4.830 -1.127 0.272
29 C -4.926 -0.302 -1.022
30 C -6.031 0.747 -0.878
31 C -5.311 -1.252 -2.166
32 C -3.531 0.381 -1.302
33 O -2.510 -0.587 -1.467
34 C -3.602 1.299 -2.546
35 C -2.223 1.721 -3.082
36 C -1.432 0.625 -3.723
37 C -0.130 0.307 -3.315
38 C 0.605 -0.663 -3.962
39 C 0.057 -1.340 -5.057
40 Cl 0.976 -2.520 -5.885
41 C -1.236 -1.027 -5.486
42 C -1.963 -0.064 -4.823
43 C -3.098 1.247 -0.071
44 N -1.965 0.711 0.617
45 C -0.691 0.866 0.279
46 N 0.089 0.250 1.175
47 C -0.821 -0.296 2.046
48 N -2.047 -0.025 1.714
49 H -5.727 -1.732 0.377
50 H -4.763 -0.501 1.156
51 H -3.971 -1.795 0.254
52 H -6.941 0.261 -0.536
53 H -6.258 1.225 -1.827
54 H -5.786 1.519 -0.154
55 H -6.271 -1.709 -1.936
56 H -4.597 -2.065 -2.299
57 H -5.437 -0.729 -3.110
58 H -2.835 -1.252 -2.087
59 H -4.166 2.193 -2.284
60 H -4.138 0.788 -3.343
61 H -1.636 2.212 -2.304
62 H -2.424 2.473 -3.853
63 H 0.332 0.854 -2.503
64 H 1.615 -0.887 -3.655
65 H -1.654 -1.529 -6.344
66 H -2.948 0.190 -5.185
67 H -3.911 1.300 0.650
68 H -2.847 2.252 -0.410
69 H -0.366 1.386 -0.603
70 H -0.554 -0.876 2.912
71 C 1.920 -3.911 1.797
72 As 2.117 -2.361 0.617
73 C 3.551 -3.015 -0.548
74 C 0.564 -2.697 -0.533
75 H 1.861 -4.803 1.164
76 H 1.005 -3.841 2.387
77 H 2.771 -4.020 2.471
78 H 3.274 -4.007 -0.918
79 H 4.484 -3.109 0.016
80 H 3.701 -2.358 -1.410
81 H 0.691 -3.681 -0.996
82 H 0.453 -1.944 -1.315
83 H -0.346 -2.711 0.071

Summary:
- orbital gap (spin up / spin down) (Eh) = 0.1051 / 0.1340
- ⟨S²⟩ = 2.02
- net charge = +3
- 2S+1 = 3
- LUMO level (spin up / spin down) (eV) = -11.936 / -11.151